Version 1
18
Properties=species:S:1:pos:R:3 method="wB97M-V/def2-TZVPD" total_charge=-1 multiplicity=1 orbital_gap_ev=7.7 lumo_ev=4.18
C -0.51769 1.03772 0.88753
C 0.36491 1.78594 -0.06311
C 1.35604 0.82175 -0.84244
O 1.24962 -0.53854 -0.56591
C -1.63899 0.21973 0.15753
O -1.16371 -0.25450 -1.06571
H -0.01497 0.27269 1.47973
H -0.96339 1.70396 1.64744
H 0.84502 2.70282 0.27034
H -0.30301 2.10584 -0.86646
H 2.38742 1.13920 -0.55505
H 1.25743 1.00618 -1.91928
H -0.18635 -0.47509 -1.01034
H -1.82248 -0.59691 0.87195
H -2.52483 0.79904 -0.12907
H 0.28274 -1.99935 0.51493
H 0.45184 -1.91627 1.92073
O 0.32407 -2.63721 1.27108

=====

Version 2
18
Properties=species:S:1:pos:R:3 method="wB97M-V/def2-TZVPD" total_charge=-1 multiplicity=1 orbital_gap_ev=6.0 lumo_ev=1.92
C 3.40951 0.20920 0.63903
O 3.70220 0.66648 -0.58906
C 1.94822 -0.44210 0.57369
C 0.93822 0.30956 -0.13459
C -0.54900 -0.21879 -0.20470
O -3.69879 0.56896 -1.13999
H 3.99610 -0.73350 0.89476
H 3.34683 0.89894 1.50876
H 1.89111 -1.53505 0.98100
H 1.58763 -0.39995 -0.73491
H 1.10320 1.36465 -0.20544
H -1.23560 -0.23577 0.75631
H -1.10110 0.43129 -0.88054
H -0.52373 -1.38808 -0.43804
H -4.04284 1.36779 -0.80965
H -3.83599 -1.73294 0.39889
H -3.92750 0.05382 -0.15767
O -3.97088 -0.89025 0.90980

=====

If we sort the structures by their calculated energies, the order from most to least stable is version 1, version 2.

=====

Version 1
18
Properties=species:S:1:pos:R:3 method="wB97M-V/def2-TZVPD" total_charge=+1 multiplicity=1 orbital_gap_ev="8.8 / 6.6" lumo_ev="-4.71 / -5.63"
C 0.94804 -0.40766 0.80562
C -0.45889 -1.03580 0.94552
C -2.63176 0.04768 -0.07097
C 1.15424 -0.05281 -0.60930
C -1.42130 0.97369 -0.13457
C 2.21191 0.70491 -1.14513
O -1.51263 -0.02832 0.96107
H 0.98331 0.51283 1.52721
H 1.73857 -1.15944 1.07155
H -0.47926 -1.68965 0.21368
H -0.62650 -1.56157 1.87816
H -3.53594 0.36996 0.55654
H -2.83334 -0.78136 -0.73416
H 0.39667 -0.43076 -1.30903
H -1.39979 2.01301 0.14515
H 2.00387 0.89662 -2.27534
H 3.09342 0.02095 -1.18744
H 2.36938 1.60772 -0.63855

=====

Version 2
18
Properties=species:S:1:pos:R:3 method="wB97M-V/def2-TZVPD" total_charge=+1 multiplicity=1 orbital_gap_ev=13.4 lumo_ev=-2.70
C -0.26957 -1.84382 0.29004
C 1.02455 -1.32716 -0.47112
C -0.51505 -0.80976 1.33215
C 0.86404 0.19407 -0.26360
C -0.34530 0.98535 -0.51350
C -0.34824 2.42159 -0.62628
O 0.05778 0.47488 0.84044
H -1.18219 -1.87585 -0.37880
H -0.19898 -2.97939 0.61663
H 1.86846 -1.50197 0.21699
H 1.13028 -1.68426 -1.57355
H -1.56694 -0.61580 1.57053
H 0.01839 -1.01206 2.24029
H 1.96769 0.80046 -0.08876
H -1.16357 0.47487 -1.08941
H -0.70656 2.51126 -1.67803
H 0.63113 2.90672 -0.42970
H -1.26592 2.88087 0.00567

=====

If we sort the structures by their calculated energies, the order from most to least stable is version 2, version 1.

=====

Version 1
21
Properties=species:S:1:pos:R:3 method="wB97M-V/def2-TZVPD" multiplicity=1 orbital_gap_ev=10.0 lumo_ev=0.51
C -4.01812 1.35098 -0.11726
S -3.90529 0.15139 -1.46505
H -4.06574 0.76407 0.79685
H -4.88692 1.99848 -0.21672
H -3.14575 1.98402 0.00953
H -3.55753 1.02333 -2.41946
O 3.03770 1.45872 0.55466
H 2.78385 1.68387 1.46236
H 3.01322 0.49570 0.65509
O -0.91109 -0.29673 0.30663
H -1.62766 -0.33714 -0.34432
H -0.95749 -1.11359 0.81247
O 1.21396 -2.39320 0.02942
H 0.74744 -1.84290 -0.61314
H 1.99258 -2.76826 -0.40945
O 2.17778 0.25957 -2.24148
H 3.07311 0.60631 -2.32280
H 1.78386 0.68217 -1.47083
O 2.52517 -0.87341 2.23062
H 2.21683 -1.59301 1.64400
H 2.51011 -1.24034 3.11890

=====

Version 2
21
Properties=species:S:1:pos:R:3 method="wB97M-V/def2-TZVPD" multiplicity=1 orbital_gap_ev=10.0 lumo_ev=0.42
C -0.78279 0.39307 -4.19311
S -0.81676 1.82797 -3.20594
H -0.03833 0.52943 -4.91960
H -1.69581 0.56115 -4.84616
H -0.79180 -0.44793 -3.52468
H -1.81494 1.60549 -2.26697
O -0.38349 -1.96508 2.48968
H -0.86783 -2.49022 1.88938
H 0.44994 -1.84112 1.97896
O 1.06935 0.50024 -1.03342
H 0.68781 0.90578 -1.81795
H 1.72565 -0.06218 -1.40146
O 1.05673 1.22786 1.79978
H 0.93888 1.18961 0.79951
H 0.09256 0.95605 2.16467
O -2.04476 0.09018 2.88533
H -2.88326 -0.06387 3.32582
H -1.60838 -0.70366 2.87566
O 2.64052 -1.03509 2.11516
H 1.77185 -0.45392 2.08606
H 3.29485 -0.72376 2.79929

=====

If we sort the structures by their calculated energies, the order from most to least stable is version 1, version 2.